{"formula": "C63H112HfN5O15", "method": "the ωB97M-V functional and the def2-TZVPD basis", "total_energy_ev": -106581.620, "total_charge": 1, "gap_ev": 1.55, "e_homo_ev": -7.22, "largest_force_ev_per_a": 6.51, "elements": ["C", "N", "C", "C", "C", "H", "H", "H", "H", "H", "H", "C", "C", "N", "H", "N", "H", "H", "O", "H", "H", "H", "H", "C", "H", "C", "H", "H", "O", "H", "H", "C", "H", "C", "H", "C", "H", "C", "H", "C", "C", "H", "H", "H", "H", "H", "H", "C", "H", "H", "O", "H", "O", "H", "H", "C", "C", "O", "C", "H", "H", "C", "H", "H", "H", "H", "C", "O", "H", "C", "H", "H", "H", "H", "H", "H", "C", "C", "H", "H", "H", "H", "H", "H", "C", "C", "H", "H", "H", "C", "H", "H", "H", "O", "C", "Hf", "C", "H", "C", "C", "O", "C", "H", "H", "O", "C", "C", "H", "H", "N", "C", "H", "H", "C", "C", "C", "C", "H", "C", "H", "C", "C", "C", "H", "H", "O", "H", "H", "H", "C", "C", "H", "C", "C", "C", "C", "C", "H", "H", "C", "H", "H", "H", "H", "H", "H", "H", "H", "C", "H", "H", "H", "H", "C", "C", "H", "H", "H", "O", "C", "C", "H", "H", "C", "H", "H", "H", "H", "H", "H", "O", "C", "H", "N", "H", "H", "H", "H", "C", "C", "H", "O", "C", "H", "C", "H", "O", "C", "H", "O", "H", "H", "H", "H", "C", "H"], "xyz": [[-0.10184, -1.56883, -0.92051], [7.70301, 1.36910, -7.77635], [-3.01486, -2.97900, -0.45994], [0.99920, -9.57173, 7.63652], [0.91833, -0.45913, -0.84408], [5.50130, 11.08524, 2.87268], [4.67583, 9.09276, 6.02356], [1.88596, -0.80751, -1.20522], [-3.97230, 2.77545, 10.41473], [-3.07848, 7.07724, 8.38860], [2.37249, 9.37720, 4.05968], [-4.56315, 4.92610, 8.84423], [7.91679, 5.07957, -9.85165], [-5.35377, -5.46193, -12.13584], [3.41341, -8.76503, -1.36764], [-1.49303, -0.97198, -1.14005], [-2.09404, -2.19226, -3.68423], [5.67490, 8.00872, 5.07323], [5.20452, -11.26775, -0.59793], [7.97889, 6.02186, -10.37570], [3.16110, 10.80835, 4.56447], [-1.91093, 4.85149, 11.13179], [-2.73898, -3.55362, -3.15599], [-8.04186, -6.24125, 4.55394], [-9.93764, -7.41941, 3.10249], [-3.87928, -5.59701, -12.18013], [0.40782, -1.72763, -2.97268], [8.29872, -2.63115, 2.79509], [7.82840, -4.70694, 1.77077], [-0.23225, -3.76784, -3.51599], [1.35112, 5.43255, -6.60404], [-3.15356, 1.93970, 7.82889], [1.27554, -2.83676, -2.03999], [-0.69065, -3.43571, -2.58451], [-2.97741, 2.72778, 11.85983], [3.24035, -10.45370, 0.57514], [-5.14029, 5.41607, 9.62841], [-1.75187, -10.85806, -6.49845], [-0.37013, 4.02136, -6.91565], [-8.70861, 5.11986, -3.85926], [-3.00970, 3.07695, 10.82778], [0.80420, 0.42145, -1.47626], [-3.90628, -7.07181, -13.70590], [-8.13326, 1.49042, 3.20412], [-8.98114, -8.87436, 2.64347], [8.18778, 8.39026, 2.48345], [-4.90635, 5.40468, 7.92702], [-1.85124, 2.43581, 10.00890], [5.58343, 8.20452, 0.11064], [2.09234, -7.42289, 6.35326], [-5.90470, -4.63599, -11.34992], [-3.48471, -4.12187, -10.58317], [-6.68831, -7.83561, 3.41941], [-0.86550, 2.65714, 10.41808], [-0.66561, -4.21014, -1.81786], [7.10323, 9.81234, 3.64193], [-2.89081, 4.55051, 10.76119], [-6.02306, -6.21426, -12.83123], [9.00960, -2.62241, 1.96885], [-8.68392, 4.10016, -3.47496], [-1.53563, -13.48028, -7.52077], [-9.60812, 4.61769, 3.63908], [0.04811, -9.05591, 7.50443], [-9.35018, 2.01130, 4.33659], [-10.28005, 4.65279, 2.78154], [-2.19071, -12.65163, -8.90584], [-1.08986, -5.98500, -12.08957], [3.56057, 7.54329, 2.29692], [0.56594, 2.83327, -6.01128], [0.36371, 4.66364, -5.01321], [-8.67143, -5.44624, 4.15430], [8.37808, 3.88052, -6.77226], [0.25635, 3.00776, 8.24094], [-9.21869, 5.19376, -4.81970], [-0.41710, -3.50109, 0.29264], [5.65039, 11.04447, 4.60507], [6.07541, 7.46994, 0.74818], [0.28739, -2.38195, -2.10928], [-2.35872, -2.87920, 0.40471], [-1.45992, -7.55515, -13.52712], [-0.32106, 1.48494, 8.35995], [-1.39425, -9.99301, -5.93998], [0.99321, -0.14602, 0.19729], [-1.82935, -11.67371, -5.77954], [-3.28125, -6.54095, -13.00310], [-0.61043, 2.43511, 7.91100], [-1.07692, 3.17330, -5.49457], [8.35337, 5.99734, -7.93634], [-2.90500, 0.93778, 7.47893], [0.04609, -2.51483, 0.32190], [-7.17984, -5.76562, 5.02170], [7.09015, 7.39878, 0.35660], [-0.45321, -13.09713, -8.89557], [-6.51464, 5.79990, -3.12201], [7.61191, 3.93432, -10.54750], [-2.26179, 6.00868, 1.08150], [8.73863, -3.98504, 1.30529], [3.65078, -10.13679, -2.59007], [-1.89372, -6.72740, -12.98579], [5.66675, 10.41444, 3.71575], [7.69285, 0.35903, -8.50925], [-2.68432, 6.61205, 9.29212], [1.08945, -2.61525, 0.62093], [7.86939, 10.57940, 3.52906], [0.21555, -10.89093, -7.92440], [-3.09755, -4.83628, -11.29458], [-1.29398, -12.75128, -8.29425], [-0.59338, 2.43299, 6.82114], [-4.05924, -2.78247, -0.21758], [-2.19720, 4.30706, 8.37730], [-0.17943, 3.62322, -5.91904], [3.26344, -6.97367, 7.71547], [-3.65447, -0.48818, -2.78380], [6.03463, 7.85369, 2.22608], [4.01171, -9.61093, -1.70615], [4.72545, 8.54401, 5.08307], [-8.57636, 3.66908, 3.23282], [-2.95068, -3.99592, -0.84706], [8.06051, 3.87238, -7.80448], [2.67689, -9.52732, 0.68669], [4.55632, 9.29737, 3.76147], [-2.56889, -1.96751, -1.52784], [6.43672, 6.59668, 3.01126], [-6.95156, 5.08605, -6.07591], [7.04291, 6.83846, 3.88428], [-1.80668, 0.03575, -0.13874], [-4.36922, -0.70874, -1.22335], [-3.65110, 4.99877, 11.40082], [-9.70362, 1.86932, 2.61254], [7.21278, 8.87009, 2.39834], [-8.98003, -7.78821, 2.73497], [7.36732, 4.02759, -11.59530], [8.14451, 5.08982, -8.48330], [-3.86557, -1.24459, -2.02790], [2.04875, -8.59907, 8.15391], [-3.07874, 5.05660, 9.27841], [-0.79598, -11.46079, -7.59432], [-0.02328, -6.15132, -12.12320], [7.46734, 9.33971, 4.55415], [7.75282, 2.71175, -8.48499], [3.81639, -10.75896, 1.44868], [-8.76762, -7.37078, 1.75073], [-4.56983, -1.95960, -2.45318], [3.95909, 7.76892, 5.08039], [-4.95024, 3.90799, 8.88570], [-2.07426, 1.37036, 10.06527], [-4.02719, 1.95031, 8.48063], [-10.22800, 4.17735, 4.42007], [-7.30175, 5.60676, -4.08558], [-2.73551, -10.73361, -6.95129], [-9.28337, 5.78423, -3.21399], [1.27158, -10.13025, 6.74099], [5.57086, 6.05801, 3.39626], [-2.03720, -2.80640, -2.78551], [-7.78629, -7.36320, 3.54590], [1.90974, 6.19103, -5.08711], [5.54869, 6.52343, 0.62663], [9.96276, -2.49034, 2.48086], [-0.15200, 4.96615, -3.95019], [2.27358, -7.32450, 7.42358], [-1.97669, 2.80374, 8.48747], [7.05630, 5.95667, 2.38306], [7.25372, 9.54695, 1.54494], [7.55702, 2.75084, -9.84998], [-1.12317, -4.41303, -10.62551], [7.24734, 1.89160, -10.42635], [8.83115, -1.73386, 1.36327], [-3.52500, 2.35580, 6.89241], [2.52764, -11.26592, 0.43215], [-1.60463, 6.71741, 9.39832], [-7.43931, 4.02163, 2.90428], [-6.86007, 5.98839, -5.47132], [3.03785, 10.45459, 2.79657], [4.69809, 8.44655, 2.53127], [-8.69399, -6.75782, 5.25820], [2.42910, 4.52055, -5.50663], [-5.81142, 6.28551, -5.45912], [-7.50195, 6.76069, -5.89517], [3.19553, 10.03989, 3.79220], [-8.95602, 2.19297, 3.33672], [-9.20314, 5.61638, 3.80254], [2.71269, -8.85562, 9.15929], [4.24923, -10.51217, -0.54841], [10.02454, -3.41917, -0.38074], [1.62433, 5.25344, -5.56414], [0.83451, -10.30964, 8.42168], [-2.20742, 4.80947, 7.01470], [-1.73440, -4.99252, -11.30153], [9.04068, -4.90416, -0.66017], [7.58705, 1.32771, -6.56235], [-3.24978, 7.16360, 10.04321], [10.47683, -4.74103, 0.43968], [1.57319, -6.56443, 7.76975], [-0.45850, -1.89107, 1.05975], [9.55344, -4.28819, 0.07858], [5.02393, -9.27781, -1.93536]]}